Computed, not measured: a molecular structure, C6H12O2, with wB97M-V/def2-TZVPD.

Positions of all 20 atoms, in Å:
O  -0.212  -0.825  0.960
O  1.517  0.715  0.849
C  0.596  -0.042  0.126
C  -0.828  1.251  -0.506
C  0.480  -1.851  1.564
C  -0.391  2.517  -0.609
C  -2.030  0.351  -0.782
C  1.174  -0.692  -1.074
H  -2.440  -0.221  0.082
H  0.357  -2.760  1.093
H  -2.919  0.864  -1.118
H  1.226  0.090  -1.798
H  2.130  -0.950  -0.678
H  1.139  1.016  1.713
H  0.659  -1.558  -1.385
H  -0.909  3.493  -0.669
H  1.621  -1.593  1.563
H  -1.877  -0.497  -1.417
H  0.072  -1.943  2.554
H  0.635  2.637  -0.467

Properties
**ΔE to the lowest compared entry with this formula, charge and spin**: 97.8 kcal/mol
**LUMO energy**: 0.031 Eh
**HOMO**: -8.5 eV
**Calculated total energy**: -10508.0649 eV
**Multiplicity**: 1
**Orbital gap**: 0.342 Eh